[1]
The following is a DFT calculation (wB97M-V/def2-TZVPD) of a cluster of 2 separate species, C5H7O2S2 in total.

energy relative to the best compared isomer or geometry (same formula, charge and spin)	393.6	kJ/mol
LUMO energy (spin up / spin down)	2.66 / 1.74	eV
total charge	-1
HOMO energy (spin up / spin down)	-4.663 / -1.370	eV
multiplicity	1

The geometry in XYZ format:
```
16
C5H7O2S2 (wB97M-V/def2-TZVPD)
C -0.208 3.039 3.185
C -0.206 -0.249 -0.557
C -0.589 0.755 0.251
C -0.371 2.426 2.023
C -1.218 -1.399 -0.874
O -5.714 0.203 2.780
O -6.272 1.280 0.708
S 0.469 2.119 0.559
S -5.173 1.051 1.684
H -1.166 3.252 3.658
H 0.682 3.532 3.613
H 0.811 -0.424 -1.067
H -1.336 0.769 1.033
H -0.912 -2.333 -0.489
H -2.068 -1.149 -0.339
H -1.285 -1.351 -2.000
```

=====

[2]
The following is a DFT calculation (wB97M-V/def2-TZVPD) of a cluster of 2 separate species, C2H2ClN3O7 in total.

energy relative to the best compared isomer or geometry (same formula, charge and spin)	47.4	kJ/mol
LUMO energy (spin up / spin down)	-1.70 / -1.70	eV
HOMO energy (spin up / spin down)	-9.969 / -9.968	eV
multiplicity	1

The geometry in XYZ format:
```
15
C2H2ClN3O7 (wB97M-V/def2-TZVPD)
C 0.481 -2.174 -0.314
C -0.712 0.251 0.437
N -0.335 0.673 -0.738
N -1.597 -0.819 0.715
N 1.453 2.502 -0.163
O -0.336 0.076 -1.749
O -1.591 -1.693 -0.114
O 1.634 3.544 -0.590
O 0.084 2.012 -0.713
O -2.238 -0.702 1.726
O 2.030 1.736 0.502
O 1.074 -1.216 0.183
Cl -0.517 1.294 1.797
H 0.137 -2.989 0.326
H 0.434 -2.496 -1.303
```

=====

[3]
The following is a DFT calculation (wB97M-V/def2-TZVPD) of a structure of composition C11H16O5PTi.

energy relative to the best compared isomer or geometry (same formula, charge and spin)	0.0	kJ/mol
LUMO energy	-15.77	eV
total charge	+3
HOMO energy	-21.698	eV
multiplicity	1

The geometry in XYZ format:
```
34
C11H16O5PTi (wB97M-V/def2-TZVPD)
O 0.002 2.083 -4.580
C 0.024 1.485 -3.592
Ti 0.154 -0.514 0.383
C -0.489 0.654 1.919
O -0.838 1.378 2.772
C -0.210 -2.467 -0.142
O -0.395 -3.559 -0.516
C 1.799 0.233 -0.621
O 2.869 0.690 -0.903
C -1.776 -0.048 -0.308
O -2.858 0.326 -0.576
H 0.632 -0.253 -1.314
C 0.049 -3.362 3.198
C 0.883 -2.109 3.500
P 1.702 -1.393 2.003
C 2.843 -0.086 2.591
C 3.119 -0.003 4.091
C 2.875 -2.638 1.352
C 3.811 -3.206 2.401
H -0.820 -3.128 2.569
H -0.340 -3.796 4.133
H 0.623 -4.143 2.687
H 0.214 -1.336 3.906
H 1.630 -2.341 4.289
H 3.784 -0.239 2.044
H 2.449 0.884 2.263
H 3.624 -0.888 4.497
H 3.766 0.867 4.272
H 2.191 0.155 4.652
H 2.284 -3.410 0.840
H 3.440 -2.093 0.580
H 4.462 -2.437 2.829
H 3.267 -3.721 3.198
H 4.448 -3.944 1.902
```

=====

[4]
The following is a DFT calculation (wB97M-V/def2-TZVPD) of a structure of composition C13H11AuN4O2S2.

LUMO energy	-1.07	eV
HOMO energy	-7.635	eV
multiplicity	1

The geometry in XYZ format:
```
33
C13H11AuN4O2S2 (wB97M-V/def2-TZVPD)
Au 0.206 0.303 0.359
N -3.669 1.857 -0.769
C -2.382 1.605 -0.423
S -1.988 -0.089 -0.193
N -1.574 2.601 -0.308
N -0.286 2.238 0.039
C 0.601 3.162 0.028
C 2.005 3.044 0.312
C 2.798 4.179 0.061
C 4.160 4.158 0.224
C 4.764 2.970 0.652
C 4.011 1.854 0.927
C 2.612 1.866 0.789
O 1.960 0.787 1.162
H -4.309 1.105 -0.937
H -3.938 2.803 -0.971
H 0.226 4.138 -0.268
H 2.306 5.084 -0.277
H 4.756 5.036 0.018
H 5.840 2.926 0.761
H 4.462 0.929 1.265
O 0.639 -1.641 1.033
N 1.952 -1.874 0.866
C 2.628 -2.283 1.962
C 3.952 -2.587 1.899
C 4.612 -2.445 0.667
C 3.928 -1.981 -0.420
C 2.555 -1.647 -0.345
S 1.664 -0.954 -1.604
H 2.026 -2.357 2.855
H 4.464 -2.916 2.790
H 5.663 -2.691 0.582
H 4.407 -1.843 -1.378
```

=====

[5]
The following is a DFT calculation (wB97M-V/def2-TZVPD) of a cluster of 2 separate species, C4H9O2 in total.

energy relative to the best compared isomer or geometry (same formula, charge and spin)	44.7	kJ/mol
LUMO energy	3.74	eV
total charge	-1
HOMO energy	-3.722	eV
multiplicity	1

The geometry in XYZ format:
```
15
C4H9O2 (wB97M-V/def2-TZVPD)
C -1.205 -1.392 0.173
C -1.446 -0.638 -1.147
H -0.584 -0.845 0.865
H -2.228 -1.472 0.556
H -0.894 -2.415 -0.026
H -0.578 -0.105 -1.533
H -2.157 0.178 -1.010
H -1.783 -1.281 -1.962
C 1.582 0.791 0.039
C 1.594 1.656 1.310
O 1.096 2.789 1.158
O 2.084 1.163 2.342
H 2.352 0.020 0.002
H 1.509 1.352 -0.890
H 0.659 0.199 0.121
```

=====

[6]
The following is a DFT calculation (wB97M-V/def2-TZVPD) of a structure of composition H22KrO11.

energy relative to the best compared isomer or geometry (same formula, charge and spin)	114.7	kJ/mol
LUMO energy	-0.45	eV
HOMO energy	-10.125	eV
multiplicity	1

The geometry in XYZ format:
```
34
H22KrO11 (wB97M-V/def2-TZVPD)
Kr 0.115 -0.352 -0.398
O -1.901 -3.044 -1.258
H -2.317 -2.400 -1.831
H -2.299 -2.894 -0.400
O -1.781 1.791 -1.880
H -2.359 1.126 -1.506
H -1.939 2.572 -1.350
O -2.031 1.896 1.655
H -2.430 2.597 2.170
H -2.687 1.682 0.992
O 1.032 -3.675 -1.738
H 0.248 -3.204 -1.455
H 1.369 -4.081 -0.939
O 3.750 2.130 -0.318
H 3.229 1.829 0.426
H 4.523 1.566 -0.313
O 0.687 1.747 -3.094
H -0.225 1.671 -2.811
H 0.638 1.795 -4.049
O -2.394 -0.826 3.077
H -1.684 -0.260 2.775
H -1.970 -1.447 3.670
O 0.575 2.947 0.450
H 1.239 2.420 0.894
H -0.257 2.641 0.812
O -2.536 -3.068 1.408
H -2.548 -2.229 1.869
H -3.370 -3.479 1.637
O 2.427 1.947 2.168
H 1.790 1.428 2.660
H 2.745 2.595 2.797
O 3.560 -1.442 -2.131
H 2.692 -1.837 -2.212
H 4.109 -2.141 -1.775
```